Density functional theory data (ωB97M-V/def2-TZVPD) for a structure of composition C18H39IN4O3SSiTl.

The geometry in XYZ format:
```
68
Properties=species:S:1:pos:R:3:forces:R:3
Tl -1.131 -1.907 -2.210 -0.050 -0.413 0.021
C -2.756 -1.580 1.071 -0.019 -0.015 0.049
C -1.474 -0.786 1.236 -0.009 -0.060 0.001
C -1.750 0.709 1.162 -0.017 -0.052 -0.052
C -0.755 -1.157 2.522 -0.015 0.020 0.025
O -0.634 -1.169 0.087 -0.040 0.003 -0.068
Si 1.016 -0.986 -0.099 0.087 0.020 0.046
S 1.201 -1.308 -2.211 -0.029 0.032 0.003
O 1.389 0.522 0.334 -0.131 0.148 -0.075
C 2.674 1.120 0.664 0.036 -0.071 0.018
C 2.511 2.608 0.413 -0.015 0.005 0.007
C 3.756 0.536 -0.233 0.025 0.002 0.005
C 2.952 0.835 2.132 0.031 0.003 0.006
O 1.887 -2.004 0.787 0.038 -0.053 0.064
C 2.146 -3.431 0.791 -0.065 0.001 -0.031
C 3.383 -3.677 -0.058 -0.017 -0.008 -0.012
C 0.940 -4.181 0.239 0.034 -0.023 0.007
C 2.394 -3.795 2.246 -0.015 -0.015 -0.020
H -3.463 -1.316 1.859 -0.004 -0.012 0.008
H -2.563 -2.652 1.129 0.007 0.019 -0.018
H -3.235 -1.352 0.114 0.004 0.012 -0.008
H -2.369 1.009 2.008 0.003 -0.001 0.007
H -2.295 0.946 0.247 -0.007 0.012 0.027
H -0.822 1.279 1.186 0.035 -0.028 0.031
H -1.382 -0.896 3.375 -0.009 -0.010 0.002
H 0.189 -0.620 2.621 0.002 0.012 -0.014
H -0.554 -2.228 2.560 0.000 -0.004 -0.012
H 2.306 2.795 -0.643 -0.003 0.002 -0.009
H 3.422 3.141 0.685 0.004 -0.003 0.001
H 1.687 3.005 1.007 -0.001 0.002 0.007
H 3.509 0.691 -1.285 -0.006 0.007 -0.006
H 3.882 -0.533 -0.049 0.000 0.013 -0.004
H 4.710 1.024 -0.035 0.005 0.003 0.008
H 2.168 1.265 2.757 -0.007 0.007 0.000
H 3.906 1.272 2.429 -0.004 0.014 -0.002
H 2.995 -0.240 2.307 0.007 -0.003 0.001
H 3.215 -3.353 -1.086 0.001 -0.006 0.001
H 3.628 -4.739 -0.068 0.004 -0.009 0.003
H 4.236 -3.133 0.349 -0.002 0.006 0.003
H 0.788 -3.945 -0.817 0.015 -0.011 0.013
H 0.033 -3.936 0.797 0.011 0.004 0.014
H 1.102 -5.257 0.311 -0.002 -0.004 0.014
H 3.235 -3.224 2.640 0.000 0.009 -0.004
H 2.625 -4.857 2.336 0.002 -0.006 -0.003
H 1.513 -3.579 2.850 -0.001 -0.006 0.006
I -2.943 -4.868 -1.234 0.040 -0.050 0.123
C -2.700 -3.339 -2.662 0.143 0.436 -0.157
H -3.634 -2.804 -2.796 0.001 0.002 0.088
H -2.402 -3.799 -3.598 -0.008 -0.009 0.014
C -0.782 4.136 -0.403 0.001 -0.022 0.021
C -2.008 4.546 -1.211 0.007 0.069 -0.037
C -3.301 4.313 -0.438 -0.004 -0.030 0.000
C -2.025 3.879 -2.586 0.038 -0.047 -0.032
N -2.186 2.423 -2.518 0.058 -0.004 0.035
C -1.280 1.462 -2.367 -0.074 -0.028 0.061
N -1.929 0.316 -2.333 -0.078 0.107 -0.141
N -3.243 0.599 -2.464 0.017 -0.085 -0.043
N -3.402 1.857 -2.575 -0.023 0.050 0.041
H -0.740 4.696 0.531 -0.004 0.005 0.003
H 0.145 4.327 -0.946 0.009 0.006 -0.014
H -0.813 3.076 -0.138 0.012 0.009 -0.020
H -1.926 5.613 -1.436 -0.012 0.007 0.015
H -3.423 3.260 -0.174 0.007 0.002 0.000
H -4.177 4.617 -1.011 0.001 -0.001 -0.009
H -3.288 4.883 0.491 -0.001 0.005 0.003
H -1.092 4.063 -3.120 -0.013 0.025 -0.005
H -2.852 4.235 -3.198 -0.011 0.012 0.026
H -0.215 1.595 -2.270 0.007 -0.001 -0.039
```
Forces are in eV/Å.

## Properties
- Net charge: +1
- Gap between HOMO and LUMO: 8.853 eV
- Energy above the lowest of the compared OMol25 structures with the same formula, charge and spin: 0.000 eV
- HOMO level: -0.444 Ha

Mulliken atomic charge list, values in e, 2 entries:
1. Tl 1.431
2. C -1.594